Formula: C3H11BFNO5P
Source: the OMol25 dataset
Level of theory: ωB97M-V with the def2-TZVPD basis set

* calculated total energy: -1017.9126 a.u.
* net charge: -1
* E_LUMO: 3.46 eV

Last column: natural (NBO) charge in e.
CARTESIAN COORDINATES (ANGSTROEM)
C 3.110 0.736 -0.649  -0.671
C 2.185 -0.278 0.015  -0.109
F 1.978 0.106 1.354  -0.387
P 0.430 -0.352 -0.821  0.820
C -1.280 -0.504 -1.671  -1.131
B -2.343 0.070 -0.664  1.162
O -2.542 1.431 -0.626  -0.928
O -3.062 -0.756 0.193  -0.979
H 4.077 0.313 -0.940  0.203
H 3.303 1.544 0.067  0.231
H 2.656 1.195 -1.540  0.197
H 2.640 -1.278 0.047  0.142
H 1.169 -0.329 -2.045  -0.082
H 0.173 -1.568 -0.143  -0.026
H 0.125 0.841 -0.141  0.019
H -1.475 -1.566 -1.872  0.223
H -1.271 0.064 -2.612  0.224
H -2.678 1.668 0.300  0.511
H -2.500 -1.144 0.890  0.526
N -1.175 -0.045 2.734  0.722
O -1.045 0.169 3.938  -0.498
O -1.257 0.900 1.910  -0.581
O -1.217 -1.217 2.277  -0.587

Forces on the atoms, in the same order (eV/Å):
0.06 0.21 0.21
0.01 0.14 -0.08
0.09 -0.10 -0.03
0.13 -0.56 0.26
-0.01 0.25 -0.15
-0.31 -0.42 0.34
0.24 0.04 -0.18
0.12 0.41 -0.26
-0.13 0.04 -0.02
-0.02 -0.13 -0.14
0.06 -0.12 0.10
-0.09 0.07 -0.01
-0.29 -0.04 -0.25
0.12 0.02 0.14
-0.02 0.20 -0.12
0.18 0.14 -0.09
0.05 -0.05 0.14
-0.26 0.01 0.10
0.20 -0.08 0.16
0.08 0.25 -0.48
-0.02 -0.10 -0.01
-0.05 0.18 0.21
-0.15 -0.35 0.17

=====

Formula: C6H14N2
Source: the OMol25 dataset
Level of theory: ωB97M-V with the def2-TZVPD basis set

* energy relative to the best compared isomer or geometry (same formula, charge and spin): 199.2 kJ/mol
* calculated total energy: -346.4513 a.u.
* SMILES: C=CCN.C=CNC
* E_LUMO: 1.14 eV

Last column: natural (NBO) charge in e.
CARTESIAN COORDINATES (ANGSTROEM)
C 2.973 0.735 1.299  -0.504
C 1.890 0.388 1.987  0.011
N 1.523 -0.910 2.350  -0.610
C 0.153 -1.278 2.034  -0.413
H 3.631 -0.008 0.866  0.190
H 3.171 1.770 1.073  0.206
H 1.191 1.153 2.310  0.181
H 2.177 -1.572 1.950  0.361
H -0.042 -2.289 2.394  0.202
H -0.525 -0.609 2.563  0.195
H -0.080 -1.243 0.965  0.182
N -2.150 -0.869 -3.059  -0.829
C -1.931 0.494 -2.596  -0.257
C -0.572 1.236 -0.627  -0.388
C -1.515 0.476 -1.147  -0.175
H -2.406 -0.909 -4.037  0.359
H -2.906 -1.313 -2.551  0.349
H -2.808 1.144 -2.694  0.170
H -1.130 0.934 -3.189  0.195
H -0.280 1.182 0.415  0.195
H -0.077 2.040 -1.165  0.191
H -2.008 -0.274 -0.541  0.189

Forces on the atoms, in the same order (eV/Å):
-0.10 -0.04 -0.18
-0.10 0.03 -0.12
0.29 0.06 -0.28
-0.19 -0.17 0.20
0.10 -0.02 0.11
0.07 0.06 0.11
-0.01 -0.03 0.15
-0.01 -0.05 0.10
0.02 0.04 0.02
-0.05 0.04 -0.03
0.03 0.05 -0.02
-0.08 -0.35 -0.07
0.01 0.19 0.29
0.13 0.62 0.47
0.14 -0.24 -0.49
0.05 0.14 -0.02
0.02 0.06 0.06
-0.12 0.02 -0.10
0.01 0.06 -0.03
-0.17 -0.15 -0.03
0.01 -0.26 -0.28
-0.03 -0.05 0.15

=====

Formula: C28H42MnN3P2
Source: the OMol25 dataset
Level of theory: ωB97M-V with the def2-TZVPD basis set

* calculated total energy: -3089.6556 a.u.
* 2S+1: 5
* net charge: +2
* expectation value of S²: 6.08
* E_LUMO (spin up / spin down): -6.76 / -6.68 eV

Last column: Mulliken charge in e.
CARTESIAN COORDINATES (ANGSTROEM)
Mn 0.086 0.386 0.197  -0.637
C -1.936 3.477 -1.818  -1.434
C -2.370 2.019 -1.923  0.503
C -1.557 1.257 -2.975  -1.324
P -2.021 1.092 -0.367  0.476
C -2.869 1.851 1.104  0.476
C -4.385 1.918 0.978  -1.526
C -2.420 1.006 2.301  -1.367
C -2.817 -0.511 -0.640  -0.313
C -4.054 -0.721 -1.228  -0.730
C -4.510 -2.014 -1.435  -0.899
C -3.704 -3.093 -1.093  -0.935
C -2.476 -2.901 -0.493  -0.398
C -2.015 -1.602 -0.221  0.094
N -0.800 -1.316 0.367  1.150
C -0.202 -2.262 1.182  0.051
C -0.918 -3.171 1.977  -0.506
C -0.244 -4.101 2.742  -0.979
C 1.144 -4.150 2.748  -0.925
C 1.873 -3.223 2.018  -0.646
C 1.212 -2.280 1.247  0.068
P 1.993 -0.919 0.322  0.017
C 2.787 -1.702 -1.168  0.596
C 3.861 -2.733 -0.844  -1.471
C 1.628 -2.296 -1.975  -1.293
C 3.266 -0.374 1.554  0.727
C 2.476 0.125 2.774  -1.483
C 4.158 0.719 0.974  -1.585
H -2.140 3.995 -2.754  0.517
H -0.866 3.543 -1.623  0.166
H -2.471 4.005 -1.030  0.378
H -3.439 1.969 -2.150  0.725
H -0.533 1.076 -2.593  0.115
H -1.485 1.821 -3.902  0.510
H -2.013 0.296 -3.200  0.315
H -2.473 2.870 1.201  0.628
H -4.815 0.926 0.860  0.327
H -4.685 2.538 0.136  0.392
H -4.802 2.360 1.881  0.461
H -2.896 0.028 2.266  0.315
H -2.695 1.483 3.239  0.547
H -1.319 0.852 2.301  0.158
H -4.664 0.119 -1.530  0.462
H -5.477 -2.180 -1.884  0.487
H -4.035 -4.097 -1.311  0.460
H -1.851 -3.754 -0.274  0.607
H -1.994 -3.109 2.022  0.664
H -0.806 -4.792 3.350  0.454
H 1.657 -4.889 3.342  0.493
H 2.952 -3.245 2.058  0.471
H 3.235 -0.875 -1.737  0.651
H 3.448 -3.578 -0.301  0.317
H 4.673 -2.303 -0.261  0.377
H 4.287 -3.112 -1.772  0.483
H 1.234 -3.179 -1.474  0.292
H 1.962 -2.593 -2.967  0.572
H 0.810 -1.568 -2.085  0.108
H 3.881 -1.235 1.835  0.675
H 1.547 0.643 2.452  0.242
H 3.067 0.833 3.354  0.471
H 2.192 -0.694 3.433  0.305
H 3.580 1.610 0.734  0.189
H 4.659 0.373 0.073  0.398
H 4.915 0.999 1.700  0.528
C 2.762 5.156 -0.850  -0.861
N 1.925 4.143 -0.265  0.225
C 1.252 4.282 0.908  -0.938
C 0.600 3.110 1.129  -0.472
N 0.871 2.243 0.099  1.672
C 1.674 2.912 -0.725  -1.228
H 3.240 5.723 -0.053  0.345
H 2.175 5.850 -1.455  0.348
H 3.526 4.697 -1.473  0.363
H 1.285 5.177 1.495  0.518
H -0.025 2.849 1.963  0.503
H 2.070 2.520 -1.641  0.559

Forces on the atoms, in the same order (eV/Å):
-0.06 -0.39 -0.16
-0.11 -0.02 0.05
0.67 0.01 0.21
0.02 -0.05 0.01
-2.72 0.36 -0.30
0.51 -0.07 -0.14
0.13 0.02 -0.09
0.21 0.14 -0.05
0.85 -0.44 0.56
-0.06 -0.15 -0.07
-0.04 0.11 -0.04
-0.15 0.22 -0.04
0.46 0.30 0.02
-1.62 0.10 -1.02
0.69 1.39 -0.09
1.13 -0.99 0.96
0.14 0.48 -0.10
0.12 0.03 -0.05
0.16 0.07 -0.03
-0.07 -0.17 0.18
-0.91 0.41 -0.52
1.93 -1.87 0.73
-0.37 0.48 -0.05
-0.05 0.21 0.12
-0.04 0.20 -0.04
-0.38 0.46 -0.24
-0.11 -0.01 -0.05
-0.03 -0.21 -0.06
0.01 -0.01 -0.04
0.09 0.08 0.03
0.00 0.07 0.07
0.07 -0.12 0.15
-0.19 0.08 -0.31
0.05 0.06 -0.04
0.08 -0.09 -0.02
0.04 -0.11 -0.05
-0.04 -0.06 0.00
-0.10 0.04 -0.07
-0.03 0.03 0.06
0.07 -0.13 0.02
0.01 0.03 0.06
-0.38 0.03 0.22
-0.07 0.04 -0.04
-0.05 0.00 -0.04
-0.03 -0.10 0.01
-0.03 -0.02 0.05
-0.11 -0.09 -0.05
-0.07 -0.08 0.08
0.05 -0.08 0.05
0.07 0.00 0.02
-0.05 -0.06 0.08
-0.06 -0.10 0.06
0.10 0.00 0.05
-0.01 0.00 -0.06
-0.08 -0.02 0.03
0.03 0.00 -0.05
0.10 -0.23 -0.13
-0.14 0.04 -0.13
0.33 -0.07 0.28
-0.02 0.04 -0.02
-0.12 0.02 -0.02
-0.06 0.10 -0.02
0.13 0.07 -0.10
0.12 0.05 0.05
0.46 0.72 -0.53
-0.38 -0.82 0.12
-0.42 -0.22 0.46
-0.04 0.41 0.33
0.16 0.21 0.00
0.10 -0.23 -0.26
0.04 -0.11 -0.05
-0.01 -0.13 0.04
-0.02 0.00 0.04
0.05 0.21 0.08
-0.08 -0.05 0.09
0.14 0.01 -0.16

=====

Formula: C28H42O9P2ReSe
Source: the OMol25 dataset
Level of theory: ωB97M-V with the def2-TZVPD basis set

* energy relative to the best compared isomer or geometry (same formula, charge and spin): 44.9 kJ/mol
* calculated total energy: -4931.9746 a.u.
* 2S+1: 4
* expectation value of S²: 3.77
* E_LUMO (spin up / spin down): -0.81 / -1.19 eV

Last column: Mulliken charge in e.
CARTESIAN COORDINATES (ANGSTROEM)
Re -0.235 8.161 18.755  2.033
C 6.986 8.142 16.568  -1.723
C 6.122 9.403 16.557  2.101
C 6.454 10.217 15.311  -2.212
C 6.476 10.281 17.778  -1.660
C 4.630 9.035 16.631  -0.544
C 4.143 8.307 17.702  -0.106
C 2.788 8.110 17.832  -0.251
Se 2.066 7.724 19.599  -0.360
C 1.456 5.980 20.240  -0.186
C 2.315 4.986 20.681  0.179
C 1.860 4.003 21.517  -0.724
C 0.519 4.039 21.854  -0.084
C -0.406 4.995 21.472  -0.774
C 0.105 6.059 20.677  0.960
O -0.659 7.125 20.406  -1.038
C -1.876 4.924 21.915  2.415
C -2.154 3.694 22.785  -2.404
C -2.800 4.847 20.698  -1.450
C -2.247 6.149 22.783  -1.643
C 2.772 2.862 22.023  1.947
C 3.408 2.127 20.832  -1.691
C 2.007 1.802 22.832  -2.171
C 3.899 3.424 22.926  -1.649
C 1.870 8.672 16.899  0.538
O 0.573 8.641 17.054  -0.142
C 2.351 9.335 15.741  -1.000
C 3.730 9.475 15.671  0.022
C 1.395 9.833 14.649  2.426
C 2.178 10.470 13.511  -2.461
C 0.632 8.647 14.057  -1.493
C 0.418 10.905 15.164  -1.562
H 8.054 8.396 16.555  0.443
H 6.786 7.517 15.699  0.391
H 6.795 7.542 17.448  0.307
H 7.519 10.458 15.348  0.480
H 5.892 11.151 15.293  0.406
H 6.262 9.627 14.416  0.402
H 7.513 10.623 17.723  0.457
H 6.348 9.718 18.705  0.327
H 5.813 11.147 17.822  0.368
H 4.796 7.910 18.461  0.436
H 3.354 5.027 20.372  0.494
H 0.120 3.243 22.467  0.522
H -1.990 2.750 22.267  0.427
H -3.212 3.726 23.069  0.467
H -1.605 3.706 23.724  0.456
H -2.590 3.940 20.130  0.346
H -2.683 5.701 20.039  0.123
H -3.824 4.784 21.036  0.525
H -1.586 6.224 23.643  0.343
H -3.257 6.017 23.140  0.519
H -2.198 7.086 22.239  0.187
H 2.625 1.796 20.147  0.388
H 3.989 1.272 21.176  0.454
H 4.083 2.771 20.285  0.348
H 1.250 1.299 22.231  0.411
H 1.556 2.190 23.731  0.407
H 2.733 1.042 23.140  0.473
H 4.554 4.100 22.371  0.313
H 4.497 2.586 23.297  0.462
H 3.455 3.969 23.751  0.378
H 4.109 10.000 14.799  0.587
H 2.873 9.742 13.061  0.442
H 2.683 11.390 13.804  0.389
H 1.459 10.727 12.727  0.498
H 1.343 7.958 13.599  0.364
H -0.086 8.988 13.306  0.414
H 0.068 8.107 14.808  0.197
H 0.968 11.715 15.636  0.339
H -0.282 10.520 15.885  0.134
H -0.138 11.310 14.324  0.495
O -2.611 9.809 20.244  -0.405
P -1.792 10.463 19.072  0.815
O -2.244 11.772 18.600  -0.730
O -0.295 10.181 19.385  -0.582
O -1.914 9.108 17.950  0.010
P -2.700 7.707 17.407  0.958
O -3.653 7.550 18.716  -0.461
O -3.447 7.690 16.141  -0.718
O -1.469 6.791 17.612  -0.718
H -3.392 9.295 20.020  0.336
H -4.452 7.063 18.533  0.280

Forces on the atoms, in the same order (eV/Å):
-0.86 0.18 -0.09
0.22 0.06 -0.18
-0.06 0.13 0.26
0.16 -0.20 0.19
-0.22 -0.29 -0.01
0.68 -0.07 0.03
0.33 0.01 -0.05
-1.21 0.23 -0.52
0.16 0.13 0.09
-0.69 0.32 0.27
0.66 0.56 -0.51
0.26 -0.98 0.25
-0.96 -0.48 0.43
0.41 0.60 -0.34
0.14 -0.52 0.18
-0.14 0.22 -0.27
0.22 0.25 0.28
-0.46 0.10 0.03
0.44 -0.15 -0.15
0.34 -0.12 -0.34
0.19 0.06 0.06
-0.32 0.18 0.04
0.51 -0.14 -0.35
-0.36 -0.23 -0.55
1.41 0.19 -0.55
-0.92 -0.11 0.40
0.30 -0.61 0.68
-0.32 0.47 -0.71
0.10 0.17 0.22
-0.06 -0.27 -0.59
-0.09 -0.11 0.03
0.39 -0.15 0.06
-0.19 0.01 0.04
-0.05 0.00 -0.09
0.00 -0.16 0.27
-0.05 0.04 -0.14
0.01 0.00 -0.16
-0.02 0.16 -0.18
-0.05 -0.02 -0.01
0.04 0.05 0.03
0.07 0.04 0.00
0.23 0.06 0.15
0.03 -0.06 0.02
0.21 0.01 0.01
0.12 -0.03 -0.03
0.09 -0.06 -0.10
0.25 -0.03 0.04
0.03 -0.03 -0.08
0.02 0.07 0.01
-0.42 0.07 0.10
0.08 -0.02 0.13
-0.39 0.00 0.18
0.07 0.05 -0.15
0.12 -0.13 0.00
-0.06 -0.08 0.02
0.17 0.23 -0.21
-0.09 0.04 0.00
-0.24 0.24 0.33
-0.13 0.04 -0.01
-0.04 -0.02 0.04
-0.01 0.20 0.07
0.07 0.08 0.29
0.06 -0.09 0.29
-0.02 0.40 0.16
0.16 -0.09 0.00
0.09 0.07 0.02
-0.08 -0.07 -0.12
0.16 0.01 -0.04
-0.06 -0.09 0.16
0.06 0.18 0.03
-0.28 -0.19 0.23
-0.12 0.08 -0.13
0.14 0.19 0.58
-0.12 0.35 -0.30
0.39 -1.17 0.02
-0.46 -0.90 -0.22
-0.67 0.36 -0.44
-0.35 -0.54 0.08
0.65 0.50 -0.29
0.72 0.42 1.08
0.32 0.79 0.50
-0.21 -0.14 -0.21
-0.50 -0.25 -0.23